# 1
Computed, not measured: a structure of composition C32H39Al2Br8ClF8N6O2P in a non-equilibrium geometry, with the ωB97M-V functional and the def2-TZVPD basis.

Geometry as XYZ:
```
99
C32H39Al2Br8ClF8N6O2P (the ωB97M-V functional and the def2-TZVPD basis)
C -0.7135 -4.1967 1.8793
C -1.5987 -3.1218 1.1850
C -2.2312 -3.8443 0.0346
F -3.0146 -4.8546 0.4788
C -2.9174 -3.0704 -1.1340
C -3.8335 -4.0608 -1.7025
N -4.5750 -4.8308 -2.0939
C -1.8362 -2.7593 -2.3030
Br -1.3910 -4.4513 -3.1936
C -0.5229 -2.2484 -1.7335
C 0.4137 -1.7415 -2.8578
C -3.8302 -1.7942 -0.8410
C -4.7824 -1.7514 -1.9997
N -5.5911 -1.5949 -2.8394
C -3.0648 -0.4397 -0.9388
C -2.4901 0.1614 0.1396
C -1.8851 1.3924 0.0687
C -1.8504 1.9911 -1.1666
C -2.4095 1.2854 -2.1897
N -3.0231 0.1316 -2.1201
N -4.5129 -1.7187 0.4683
C -5.3010 -0.5470 0.7188
C -5.3327 -2.8953 0.8622
C -6.5044 -3.4153 0.0938
O -5.0302 -3.3637 1.9110
H 0.2645 -4.2485 1.4209
H -1.1691 -5.1630 1.7452
H -0.5151 -4.0152 2.9376
H -2.3074 -2.7358 1.9091
H -0.9439 -2.3881 0.8071
H -1.4024 -4.3486 -0.4424
H -2.2375 -2.1522 -3.0931
H -0.6958 -1.3967 -1.0366
H 0.0118 -3.0456 -1.2173
H 0.5402 -0.6720 -2.7716
H -0.0243 -1.9068 -3.8258
H 1.3598 -2.2515 -2.8134
H -2.5763 -0.3098 1.1035
H -1.4884 1.8722 0.9384
H -1.4114 2.9511 -1.3067
H -2.3587 1.7320 -3.1636
H -6.2812 -0.8330 1.0665
H -5.4490 0.2022 -0.2294
H -4.8595 0.0385 1.5145
H -6.7105 -4.3961 0.4773
H -6.3596 -3.4943 -0.9688
H -7.3601 -2.7887 0.3173
Al 0.7293 -1.4631 0.2780
O -6.2123 0.8283 -1.0324
H -6.0630 0.1236 -1.6733
F -5.6671 -0.8608 -7.3211
P -4.8770 -2.2238 -6.9320
F -5.9642 -2.2227 -5.7197
F -3.5435 -1.3042 -6.9769
F -4.5493 -2.2666 -8.8163
F -5.4617 -3.6242 -7.4084
F -3.9373 -3.0566 -5.8632
C -4.4797 0.3506 5.5959
Br -5.7651 -0.5379 6.6858
Br -3.4035 -0.9380 4.5867
Br -5.2768 1.6359 4.4155
H -3.7996 0.8795 6.2464
Cl -5.6002 -1.7582 -10.0162
C 8.4717 5.3315 6.1483
N 7.8622 4.5881 5.0160
C 7.4425 3.3278 5.2152
C 6.8403 2.6189 4.2063
C 6.6527 3.2099 2.9584
C 7.1169 4.5077 2.7779
C 7.7188 5.1750 3.8192
C 5.9619 2.4965 1.8549
C 4.8254 3.0267 1.2659
C 4.2251 2.3750 0.2063
N 4.7322 1.2330 -0.2635
C 5.8202 0.6837 0.3056
C 6.4496 1.2882 1.3614
C 4.1273 0.5480 -1.4352
H 9.3231 4.7652 6.5142
H 7.7203 5.4420 6.9250
H 8.7956 6.3073 5.8063
H 7.5927 2.9115 6.2007
H 6.5008 1.6129 4.4070
H 7.0183 5.0087 1.8244
H 8.0868 6.1844 3.7134
H 4.3907 3.9503 1.6189
H 3.3403 2.7628 -0.2837
H 6.1754 -0.2425 -0.1198
H 7.3334 0.8252 1.7774
H 3.8755 -0.4669 -1.1280
H 4.8773 0.5434 -2.2238
H 3.1226 1.1136 -1.8399
C 5.1192 5.7735 -2.5112
Br 4.0146 4.2194 -2.8257
Br 4.2738 7.3714 -3.1274
Br 5.6366 5.9199 -0.6515
H 6.0286 5.6487 -3.0793
F 1.1102 -1.7074 2.9175
Br 1.6462 2.0789 -2.2519
Al -0.8149 -2.3667 4.1361
```

Output
energy: -24397.993890 a.u.
total charge: +3
largest force on an atom: 6.3 eV Å⁻¹
HOMO-LUMO gap: 2.5 eV
HOMO level: -13.8078 eV

Here are the Löwdin charges for atoms 1 to 4, given in e:
1 C -0.086
2 C -0.220
3 C -0.320
4 F 0.063

# 2
Computed, not measured: a structure of composition C11H86NO31 in a non-equilibrium geometry, with the ωB97M-V functional and the def2-TZVPD basis.

Geometry as XYZ:
```
129
C11H86NO31 (the ωB97M-V functional and the def2-TZVPD basis)
C 1.5222 3.0131 -2.2368
C 0.6782 1.7211 -2.3588
C 0.5202 1.0781 -0.9558
C -0.1278 -0.1389 -1.1288
N -0.2038 -1.1049 0.1532
C 1.0322 -1.7869 0.3522
C 1.2762 -2.9289 -0.5888
C -0.1488 -3.3159 -0.9548
C -1.0378 -2.2509 -0.2298
C -0.7158 -0.3609 1.3942
C -1.9368 0.5011 1.2072
C -2.4478 1.1651 2.5642
H 2.4812 2.7791 -1.9638
H 1.0132 3.6551 -1.5218
H 1.4922 3.4481 -3.2608
H 0.9712 1.0881 -3.1438
H -0.5878 1.9751 -2.4928
H 0.0872 1.9491 -0.3818
H 1.5872 0.9501 -0.8898
H 0.2412 -0.8009 -1.7668
H -1.1068 0.2481 -1.1588
H 1.1322 -2.1309 1.3392
H 1.8112 -1.0579 0.1882
H 1.9432 -3.8599 -0.2268
H 1.7292 -2.4859 -1.4498
H -0.2918 -4.3219 -0.5438
H -0.3388 -3.4129 -2.1588
H -1.2608 -2.6739 0.8212
H -1.9078 -2.0279 -0.9138
H 0.0512 0.5111 1.7132
H -0.6838 -0.9109 2.2422
H -2.5838 -0.0059 0.8722
H -1.7948 1.1511 0.3612
H -2.9628 0.5051 3.2092
H -3.1788 1.9671 2.2272
H -1.5828 1.4771 3.2092
O -3.1018 -3.1589 2.9252
H -3.3158 -3.9329 2.3932
H -3.8568 -2.9909 3.5952
O -2.2088 -1.0059 -4.0528
H -2.4298 0.0141 -3.7618
H -2.9778 -1.6749 -3.5938
O -3.1108 0.7461 -2.8468
H -4.0128 0.5101 -2.5288
H -2.9218 1.3331 -2.0468
O -0.2838 -3.5059 3.7662
H -0.4068 -4.3739 4.1812
H -1.4168 -3.4779 3.5442
O 3.7732 3.0111 -3.5308
H 4.5012 3.2141 -4.2048
H 4.0132 2.4811 -2.8178
O 0.5962 4.6851 -4.7338
H 0.5892 3.8911 -5.2008
H 0.7602 5.5421 -5.1698
O 1.7512 -5.6279 2.0752
H 1.5412 -6.0339 2.8552
H 2.3052 -4.8169 2.3392
O 2.8982 -3.2929 3.1012
H 3.6812 -2.7919 3.4442
H 2.2572 -2.9519 3.7412
O 2.2012 5.1481 -3.3118
H 2.6282 4.3191 -3.2218
H 1.5252 5.1281 -4.1418
O 4.0662 -4.2089 -1.1398
H 3.3002 -4.9649 -1.0498
H 4.8292 -4.2419 -0.5998
O 1.8722 1.0131 1.8612
H 2.5132 0.5961 1.3032
H 1.9862 0.4451 2.6212
O -2.8228 -5.0459 0.8342
H -2.5878 -5.1029 -0.0858
H -2.0348 -5.1169 1.2632
O -1.1998 -5.9649 -3.4058
H -0.4658 -5.9509 -2.8568
H -1.3068 -6.8979 -3.8558
O 1.3052 -0.0529 -6.1258
H 2.0252 0.1251 -5.4458
H 1.7272 -0.1299 -7.0698
O -0.1728 3.4301 4.4362
H -0.3188 2.7741 5.1132
H -0.9208 3.9471 4.4612
O -3.4828 -0.4959 5.7592
H -4.0098 0.0931 6.3952
H -2.5158 -0.6389 6.0472
O 3.1302 0.5731 -4.8368
H 3.0172 1.4231 -4.3228
H 3.6422 0.8071 -5.6428
O -4.2498 2.3001 4.9432
H -4.0078 1.4541 5.3422
H -5.0558 2.4991 5.2982
O -3.1718 2.0851 -0.6768
H -4.2108 2.2411 -0.2568
H -2.5848 2.9421 -0.4848
O -4.6468 -2.0579 0.1712
H -4.3068 -2.9759 0.4472
H -5.5268 -2.2379 -0.3328
O 1.4542 7.0241 -1.5778
H 0.6122 7.2291 -2.0288
H 1.8712 6.4321 -2.1988
O 2.4762 -6.4779 -0.4338
H 3.1612 -7.1749 -0.1218
H 2.3302 -6.0419 0.4542
O -0.9988 4.0211 -0.1518
H -0.1388 4.1931 0.2802
H -1.7038 4.6151 -0.0458
O 3.2352 -1.5059 -1.8548
H 2.8292 -2.3489 -1.8718
H 3.8592 -1.5399 -2.5918
O 3.5352 -0.1439 -0.0258
H 3.4742 -0.9989 -0.5068
H 3.6862 0.5601 -0.6148
O -3.6198 4.7141 2.6952
H -3.9378 5.3301 3.2072
H -3.5848 3.8741 3.1102
O 4.8862 2.0711 -1.3598
H 5.4712 2.7961 -1.6778
H 5.2872 1.2741 -1.4408
O 1.9622 -0.0609 3.8472
H 1.8342 -1.0269 3.8142
H 2.6872 -0.0949 4.6652
O -1.3768 4.5521 -2.8328
H -0.6648 4.5451 -3.4608
H -1.0968 4.2881 -1.9328
O 1.0042 3.4121 1.8952
H 1.1432 2.4551 1.7222
H 0.8072 3.4221 2.8352
O -4.8238 -2.2369 4.9882
H -4.7268 -2.5409 5.7712
H -4.4038 -1.2709 5.0162
```

Output
energy: -2857.055221 a.u.
total charge: +1
largest force on an atom: 12.8 eV Å⁻¹
HOMO-LUMO gap: 7.9 eV
HOMO level: -10.6820 eV

Here are the Löwdin charges for atoms 1 to 4, given in e:
1 C -0.076
2 C -0.149
3 C -0.216
4 C -0.063

# 3
Computed, not measured: a cluster of 7 separate species, C4H21NO8 in total in a non-equilibrium geometry, with the ωB97M-V functional and the def2-TZVPD basis.

Geometry as XYZ:
```
34
C4H21NO8 (the ωB97M-V functional and the def2-TZVPD basis)
N -2.8698 1.4345 0.5499
C -2.0710 0.9252 -0.4295
O -2.1201 -0.2675 -0.6773
C -1.2207 1.8917 -1.2121
C 0.2441 1.7314 -0.9090
C 0.9503 0.5674 -1.5735
O 2.3854 0.6147 -1.2571
H -2.6013 2.2992 0.9824
H -3.5262 0.8749 1.0649
H -1.5513 1.8856 -2.2581
H -1.5321 2.9276 -1.0281
H 0.8662 2.6193 -0.9949
H 0.4088 1.5240 0.1607
H 0.6631 -0.3322 -1.0280
H 0.8016 0.4260 -2.6397
H 2.7522 0.7735 -2.1359
O 1.0043 -2.7235 -2.1764
H 0.6693 -2.0633 -2.7785
H 0.4710 -2.6680 -1.3788
O 3.4142 3.1330 -0.7258
H 2.6298 3.6068 -0.4555
H 3.1797 2.2476 -1.0594
O 0.9948 -0.9858 4.3514
H 0.4078 -0.2219 4.4154
H 1.1278 -0.9295 3.3962
O 1.3486 -3.3458 0.5082
H 1.8584 -2.8264 1.1214
H 1.6083 -4.2327 0.6442
O -1.0348 -0.1334 2.3470
H -1.2756 -1.0483 2.5381
H -0.9311 -0.0978 1.3958
O -2.4366 -2.5701 0.7739
H -1.8196 -3.1069 0.2831
H -2.7954 -1.9294 0.1851
```

Output
energy: -821.664507 a.u.
total charge: 0
largest force on an atom: 2.0 eV Å⁻¹
HOMO-LUMO gap: 10.9 eV
HOMO level: -10.6549 eV

Here are the Löwdin charges for atoms 1 to 4, given in e:
1 N 0.183
2 C -0.539
3 O 0.038
4 C -0.110

# 4
Computed, not measured: a structure of composition C14H25Cl2N2OP2Pr in a non-equilibrium geometry, with the ωB97M-V functional and the def2-TZVPD basis.

Geometry as XYZ:
```
47
C14H25Cl2N2OP2Pr (the ωB97M-V functional and the def2-TZVPD basis)
C -4.4187 0.3436 -3.3544
C -3.2579 0.0811 -2.4942
H -4.9538 1.2435 -3.0197
H -5.0917 -0.5290 -3.3180
H -4.0947 0.4787 -4.4022
O -2.7135 0.8697 -1.6999
Cl -2.6354 -1.5945 -2.5865
Pr -0.6550 -0.1529 -0.6753
P -1.7201 -1.7494 1.5394
C -2.1594 -1.4599 3.2862
C -3.3599 -2.2735 0.9002
H -3.7714 -3.0632 1.5384
H -1.6909 -4.0240 2.3337
H -3.2473 -2.6541 -0.1229
H -0.7209 -3.8453 0.8340
H -2.8097 -0.5781 3.3607
H -4.0420 -1.4139 0.9139
C -0.9720 -3.3950 1.7984
H -2.6963 -2.3514 3.6367
H -0.0544 -3.2905 2.3875
H -1.2453 -1.3051 3.8793
P 1.4788 1.6520 -1.8255
C 2.2830 3.2336 -1.3662
C 3.0099 0.8122 -2.3849
H 0.3979 1.2578 -3.9743
H 1.6022 2.5693 -4.1181
H 0.0262 2.8817 -3.3461
C 0.8211 2.1391 -3.4773
H 2.7569 -0.1614 -2.8126
H 3.5333 1.4300 -3.1226
H 2.9373 3.5555 -2.1880
H 2.8728 3.0759 -0.4529
H 3.6584 0.6533 -1.5176
H 1.5134 3.9941 -1.1827
Cl 0.5187 -2.0996 -1.9356
N 2.6466 3.1932 4.6892
C 2.5420 2.3010 3.9342
C 2.4004 1.2084 2.9933
C 3.3346 0.1631 2.9225
C 3.1177 -0.8348 1.9854
C 2.0027 -0.7758 1.1519
N 1.1029 0.2300 1.2040
C 1.3190 1.2088 2.1179
H 4.1938 0.1368 3.5825
H 3.8133 -1.6632 1.8672
H 1.8183 -1.5370 0.3887
H 0.6093 2.0391 2.1321
```

Output
energy: -2852.885614 a.u.
total charge: +2
largest force on an atom: 3.0 eV Å⁻¹
spin multiplicity: 3
HOMO-LUMO gap (alpha / beta): 8.6 / 8.7 eV
HOMO level (alpha / beta): -15.7274 / -15.7164 eV

Here are the Löwdin charges for atoms 1 to 4, given in e:
1 C -0.021
2 C -0.689
3 H 0.120
4 H 0.113

# 5
Computed, not measured: a structure of composition C30H37N7O4V, with the ωB97M-V functional and the def2-TZVPD basis.

Geometry as XYZ:
```
79
C30H37N7O4V (the ωB97M-V functional and the def2-TZVPD basis)
V 0.4595 0.0918 0.9047
C 1.4126 2.8706 -0.3925
O 1.2414 1.4349 -0.5957
C 0.7713 1.0730 -1.8994
C 1.1534 1.7700 -3.0280
C 0.6390 1.3695 -4.2556
C -0.2379 0.2980 -4.3295
C -0.6130 -0.3919 -3.1875
C -0.1044 -0.0104 -1.9498
N -0.4299 -0.6356 -0.7121
N -1.1377 -1.7085 -0.8255
C -1.5452 -2.4363 0.2111
C -1.2926 -2.1226 1.5938
O -0.5482 -1.0886 1.9233
C -1.8499 -2.8962 2.6147
C -2.6311 -3.9782 2.2910
C -2.9066 -4.3588 0.9572
C -3.7136 -5.4839 0.6899
C -3.9802 -5.8481 -0.6049
C -3.4445 -5.0961 -1.6563
C -2.6526 -3.9911 -1.4193
C -2.3701 -3.6003 -0.1084
H 0.5910 3.4082 -0.8599
H 1.4069 3.0452 0.6793
H 2.3546 3.1993 -0.8295
H 1.8115 2.6271 -2.9762
H 0.9168 1.9104 -5.1494
H -0.6445 0.0011 -5.2863
H -1.3063 -1.2181 -3.2389
H -1.6583 -2.6268 3.6434
H -3.0581 -4.5731 3.0904
H -4.1182 -6.0517 1.5179
H -4.5985 -6.7091 -0.8163
H -3.6552 -5.3871 -2.6769
H -2.2493 -3.4319 -2.2503
N 4.1055 0.7187 -0.5951
C 4.7715 -0.0812 0.5210
C 4.4989 0.5255 1.8981
C 3.2959 0.0063 2.6965
N 2.0137 0.7254 2.3806
C 3.1119 -1.5007 2.5626
C 3.1373 -1.9952 1.1236
N 1.8997 -1.5604 0.4026
C 4.4152 -1.5592 0.4137
H 4.4889 1.6668 -0.6169
H 3.0798 0.7918 -0.5107
H 4.3144 0.2975 -1.5047
H 5.8313 0.0390 0.2976
H 4.4953 1.6197 1.8509
H 5.3810 0.2845 2.4953
H 3.5226 0.2228 3.7415
H 2.1959 1.7282 2.4002
H 1.4186 0.5828 3.2002
H 2.1876 -1.8119 3.0567
H 3.9206 -1.9934 3.1065
H 3.1500 -3.0863 1.1355
H 1.1885 -2.2616 0.6224
H 2.0236 -1.6875 -0.6022
H 4.4197 -1.8890 -0.6302
H 5.2378 -2.1051 0.8811
O -3.2296 3.4849 -3.8796
C -3.7173 4.2147 -2.7786
N -3.1981 3.5018 -1.6247
C -3.0998 4.0906 -0.4155
O -3.4428 5.2257 -0.1738
C -2.4540 3.2743 0.6837
C -2.7060 3.6308 2.0055
C -2.0776 2.9300 3.0222
C -1.1826 1.9323 2.6889
N -0.8885 1.6159 1.4170
C -1.5473 2.2650 0.4386
H -3.6606 3.7997 -4.6817
H -4.8104 4.2338 -2.7580
H -3.3384 5.2375 -2.7451
H -3.1046 2.5064 -1.7449
H -3.3880 4.4484 2.2039
H -2.2706 3.1526 4.0620
H -0.6948 1.3502 3.4616
H -1.3063 1.9731 -0.5766
```

Output
energy: -2792.844499 a.u.
total charge: +3
largest force on an atom: 0.4 eV Å⁻¹
spin multiplicity: 3
HOMO-LUMO gap (alpha / beta): 6.3 / 6.2 eV
HOMO level (alpha / beta): -15.4392 / -15.5258 eV

Here are the Löwdin charges for atoms 1 to 4, given in e:
1 V 0.975
2 C -0.008
3 O -0.292
4 C -0.226